(1)
This record from OMol25 describes an isolated molecule of C2H3NP2. The level of theory is ωB97M-V/def2-TZVPD.

XYZ file:
```
8
C2H3NP2 (ωB97M-V/def2-TZVPD)
C -0.945 -0.293 -0.232
N -0.167 -1.300 -0.052
P 1.443 -0.851 0.095
P 1.125 1.280 0.135
C -0.473 1.065 -0.216
H -1.905 -0.482 -0.476
H 2.043 -1.264 1.389
H -1.121 1.845 -0.643
```

Calculated values
E, eV: -22188.833
LUMO, eV: -0.596
Energy relative to the best compared isomer or geometry (same formula, charge and spin), eV: 0.030
HOMO level, eV: -9.2100
F_max, hartree/bohr: 0.0663
Frontier orbital gap, eV: 8.61

=====

(2)
This record from OMol25 describes an isolated molecule of C7H13NOS. The level of theory is ωB97M-V/def2-TZVPD.

XYZ file:
```
23
C7H13NOS (ωB97M-V/def2-TZVPD)
C -0.231 0.323 -0.536
C -1.780 -1.932 -0.428
C -1.951 -1.276 0.908
C -1.802 -0.443 -0.323
C 4.309 0.418 -0.549
C -3.343 1.717 0.401
C 3.112 -0.046 0.267
N 0.795 -0.194 -0.044
O 1.963 0.505 -0.347
S -3.136 0.524 -0.967
H -0.287 1.219 -1.139
H -0.828 -2.391 -0.645
H -2.628 -2.423 -0.879
H -2.927 -1.313 1.371
H -1.120 -1.298 1.597
H 5.233 0.144 -0.048
H 4.287 -0.033 -1.539
H 4.270 1.498 -0.665
H -2.982 2.693 0.083
H -2.776 1.358 1.256
H -4.400 1.774 0.642
H 3.183 0.316 1.303
H 3.037 -1.140 0.284
```

Calculated values
Expectation value of S²: 2.0117
E, eV: -21833.713
Spin multiplicity: 3
LUMO (alpha / beta), eV: 0.523 / -3.813
Energy relative to the best compared isomer or geometry (same formula, charge and spin), eV: 4.738
HOMO level (alpha / beta), eV: -3.2837 / -8.3642
F_max, hartree/bohr: 0.1073
Frontier orbital gap (alpha / beta), eV: 3.81 / 4.55

=====

(3)
This record from OMol25 describes an isolated molecule of C4H4Cl2. The level of theory is ωB97M-V/def2-TZVPD.

XYZ file:
```
10
C4H4Cl2 (ωB97M-V/def2-TZVPD)
C -0.098 -1.747 0.912
C 0.341 -0.718 0.169
Cl 2.129 -0.157 0.561
C -0.409 0.513 -0.468
C 0.174 1.626 -0.952
Cl -2.144 0.280 -0.490
H -1.066 -2.027 0.925
H 0.279 -2.284 2.006
H -0.296 2.681 -1.097
H 1.295 1.498 -1.004
```

Calculated values
E, eV: -29254.609
LUMO, eV: -0.013
Energy relative to the best compared isomer or geometry (same formula, charge and spin), eV: 2.050
HOMO level, eV: -9.6506
F_max, hartree/bohr: 0.0817
Frontier orbital gap, eV: 9.64

=====

(4)
This record from OMol25 describes an isolated molecule of C24H34N4O4. The level of theory is ωB97M-V/def2-TZVPD.

XYZ file:
```
66
C24H34N4O4 (ωB97M-V/def2-TZVPD)
C -0.921 -5.135 2.146
N -0.359 -4.070 2.946
C -0.608 -4.257 4.357
C -0.682 -2.744 2.460
C -2.183 -2.385 2.405
C -2.458 -0.944 2.838
N -1.922 0.057 1.938
C -2.668 0.363 0.740
C -1.838 0.347 -0.519
C -0.724 -0.404 -0.667
C 0.051 -0.377 -1.863
C 1.209 -1.138 -2.037
C 1.931 -1.071 -3.210
C 1.512 -0.204 -4.240
C 0.353 0.537 -4.091
C -0.385 0.454 -2.915
N -1.524 1.193 -2.736
C -2.291 1.230 -1.592
O -3.253 1.976 -1.523
O 2.220 -0.062 -5.397
C 3.525 -0.601 -5.339
C 3.497 -1.974 -4.672
O 3.045 -1.858 -3.341
C -0.825 0.777 2.347
O -0.178 0.455 3.329
N -0.520 1.869 1.598
C 0.723 2.587 1.761
C 0.471 4.090 1.920
C -0.013 4.728 0.620
C 0.983 4.472 -0.506
C 1.182 2.972 -0.704
C 1.675 2.321 0.586
H -0.477 -6.080 2.458
H -2.015 -5.225 2.235
H -0.671 -4.965 1.099
H -1.677 -4.301 4.618
H -0.149 -3.439 4.908
H -0.147 -5.194 4.671
H -0.167 -2.026 3.101
H -0.245 -2.669 1.460
H -2.579 -2.555 1.401
H -2.731 -3.034 3.090
H -3.540 -0.786 2.932
H -1.994 -0.769 3.812
H -3.174 1.339 0.808
H -3.458 -0.389 0.641
H -0.389 -1.030 0.146
H 1.554 -1.792 -1.252
H 0.046 1.184 -4.897
H -1.828 1.800 -3.488
H 3.878 -0.664 -6.369
H 4.178 0.069 -4.764
H 4.495 -2.412 -4.623
H 2.830 -2.638 -5.238
H -1.081 2.111 0.801
H 1.165 2.190 2.681
H -0.264 4.246 2.711
H 1.404 4.565 2.227
H -0.989 4.321 0.343
H -0.138 5.803 0.768
H 0.624 4.925 -1.432
H 1.941 4.934 -0.255
H 0.236 2.521 -1.009
H 1.902 2.789 -1.505
H 1.777 1.244 0.444
H 2.657 2.724 0.839
```

Calculated values
E, eV: -39591.653
LUMO, eV: 0.140
Energy relative to the best compared isomer or geometry (same formula, charge and spin), eV: 0.092
HOMO level, eV: -8.0914
F_max, hartree/bohr: 0.0142
Frontier orbital gap, eV: 8.23